1.
An isolated molecule of C4H11OP, computed with ωB97M-V/def2-TZVPD.

The LUMO energy is 0.03068 hartree. The frontier orbital gap is 10.84 eV. Its calculated total energy is -15662.5825 eV. The structure (SMILES) is CCP(C)(C)=O.

Last column: Mulliken charge in e.
CARTESIAN COORDINATES (ANGSTROEM)
H: 1.1471 0.6672 -1.9092  0.3636
H: 1.0604 0.7697 1.9580  0.4420
H: -1.1748 0.3658 -1.6601  0.3586
H: 2.1267 1.3938 -0.6277  0.3600
C: 1.7152 0.4917 -1.0399  -1.1741
H: 0.4114 -0.8537 2.1991  0.2905
H: 2.4654 -0.2741 -1.2684  0.3494
C: -2.2484 -0.2750 0.0269  -1.0463
H: -1.1555 1.5117 -0.2285  0.4699
C: -1.1385 0.5543 -0.5957  -0.5996
P: 0.4352 -0.4580 -0.1783  0.8341
C: 1.0569 -0.2115 1.6022  -1.1705
H: 2.1619 -0.3593 1.7109  0.3492
H: -3.1575 -0.1900 -0.5293  0.3386
H: -2.3904 -0.0559 1.1323  0.2620
H: -1.7178 -1.2353 0.0541  0.2993
O: 0.4027 -1.8414 -0.6464  -0.7268

Cartesian forces, eV/Å:
-0.02 0.73 -1.69
-1.04 1.94 0.31
0.05 0.71 -0.43
-0.02 0.27 0.35
-0.13 -1.58 0.12
0.54 -0.05 0.53
0.16 0.43 -0.01
1.25 -0.23 2.03
0.43 2.58 0.17
1.07 -3.69 0.79
1.80 3.86 1.53
-0.14 -1.60 -1.28
-0.96 -1.06 -0.49
-0.61 -0.47 -0.08
-0.11 0.15 -1.35
-1.70 -0.75 -0.34
-0.56 -1.25 -0.17

---

2.
A cluster of 2 separate species, C4H11PS in total, computed with ωB97M-V/def2-TZVPD.

The LUMO energy (spin up / spin down) is 0.03386 / -0.00683 hartree. As for the spin multiplicity: 3. The frontier orbital gap (spin up / spin down) is 7.39 / 8.45 eV. Its calculated total energy is -24445.4821 eV.

Last column: Mulliken charge in e.
CARTESIAN COORDINATES (ANGSTROEM)
C: 1.2886 -0.9403 -1.3108  -1.0022
C: -0.2043 -1.1427 2.4063  -0.7844
H: -2.2279 0.4864 -1.5632  0.2525
H: -0.6638 2.4617 -0.4949  0.2949
H: 0.7829 -1.7887 -1.7327  0.2985
H: -1.6264 -1.0273 -2.1468  0.3218
H: 0.8218 2.1168 0.5805  0.2843
H: 0.8521 2.3594 -1.1497  0.4057
S: -0.2634 0.4864 2.9003  -0.1018
C: 0.2914 1.9433 -0.3654  -1.0794
P: -0.0422 -0.0299 -0.5299  0.6430
H: -1.5128 0.4214 2.9898  0.1128
C: -1.2900 -0.1082 -1.7047  -1.0006
H: 2.2050 -1.3938 -0.6794  0.2561
H: 1.6948 -0.4692 -2.1776  0.3742
H: 0.8019 -1.5322 2.3722  0.3213
H: -0.9075 -1.8433 2.6060  0.4034

Cartesian forces, eV/Å:
2.68 -1.36 0.84
3.14 1.03 0.01
1.16 -0.01 0.06
-0.11 -0.37 0.75
-0.34 -0.72 -0.02
0.53 -0.62 -0.26
-0.58 0.08 -0.22
1.20 0.13 -1.26
1.98 -0.12 -0.03
-0.46 -2.06 0.35
-0.30 2.44 0.88
-2.88 0.54 0.36
-1.95 0.67 -0.13
-2.29 1.35 -1.04
0.50 0.67 -0.53
0.14 -0.04 -0.30
-2.41 -1.61 0.55

---

3.
An isolated molecule of C4H11PS2, computed with ωB97M-V/def2-TZVPD.

The LUMO energy is 0.02416 hartree. The frontier orbital gap is 9.18 eV. Its calculated total energy is -35285.6775 eV. The structure (SMILES) is CC[P@](C)(=S)SC.

Last column: Mulliken charge in e.
CARTESIAN COORDINATES (ANGSTROEM)
H: 1.1816 -1.0187 -1.4451  0.3100
S: -0.8656 -0.1961 1.6727  -0.1754
H: -2.3765 -0.7600 -1.6030  0.3113
H: -1.6939 -2.2041 -0.7467  0.3471
P: -0.4227 -0.2544 -0.3582  0.5108
S: -0.5263 1.4906 -1.2207  -0.4375
C: -1.4883 -1.3851 -1.4189  -1.0513
H: 1.5631 -1.9224 0.0131  0.4096
H: 3.1560 -0.3080 0.2988  0.3910
C: 2.1975 0.0998 0.1074  -1.0370
H: -2.1134 1.8462 1.0873  0.2966
C: 1.2716 -1.0003 -0.4403  -0.5958
H: 2.3062 1.0691 -0.4446  0.3201
H: 1.8534 0.4208 1.1255  0.2555
C: -1.2604 1.7162 1.7799  -0.7865
H: -0.4012 2.2010 1.1845  0.2464
H: -1.4376 1.9325 2.7942  0.3646
H: -0.9434 -1.7272 -2.3859  0.3204

Cartesian forces, eV/Å:
1.06 -0.60 -3.71
-0.75 1.42 0.38
0.29 -0.60 -0.19
-0.44 -0.68 -0.23
-0.03 -0.68 -1.10
0.33 0.14 -0.23
1.11 0.51 0.21
-0.62 -0.79 0.22
1.17 -0.35 -0.09
-0.44 1.29 0.76
0.16 0.03 0.90
-0.62 2.72 2.71
-0.30 -1.23 0.01
0.04 -0.36 -0.71
1.16 -1.49 -3.53
-1.16 -0.50 1.72
-0.02 0.40 1.08
-0.93 0.78 1.80

---

4.
A structure of composition C4H11PS2, computed with ωB97M-V/def2-TZVPD.

The LUMO energy is -0.03096 hartree. The frontier orbital gap is 8.09 eV. Its calculated total energy is -35284.8859 eV.

Last column: Mulliken charge in e.
CARTESIAN COORDINATES (ANGSTROEM)
C: 0.2423 -0.8142 -0.0616  0.3986
H: 0.5405 -1.0858 -1.1862  0.3085
H: -2.3649 1.6322 -0.2010  0.3224
H: -1.3925 2.4057 -1.5904  0.3295
C: -0.9875 -1.6602 0.3032  -1.0909
H: 2.4539 -0.9019 0.1194  0.2811
H: -1.6848 -0.9666 0.8284  0.2841
S: 1.9304 1.9147 -1.3589  -0.3709
C: -1.5260 1.5027 -0.9027  -0.9214
H: 1.3659 -2.0713 1.1987  0.3075
C: 1.5217 -1.0242 0.7398  -1.1592
H: 2.8557 2.1174 -0.3802  0.1436
H: -1.9196 0.7148 -1.5885  0.3098
H: -1.5066 -1.9697 -0.6639  0.2863
H: 1.6464 -0.2555 1.5140  0.2893
P: -0.0883 1.0507 0.1303  0.2510
S: -0.3597 1.7069 1.9646  -0.3211
H: -0.7269 -2.2955 1.1349  0.3519

Cartesian forces, eV/Å:
1.22 0.68 -2.76
-0.81 1.15 2.19
0.44 0.46 -0.17
0.02 -1.01 1.38
-0.97 2.38 -0.33
-1.06 -0.62 0.46
-0.04 -0.44 -0.43
-1.60 -0.67 1.58
-0.87 0.42 -1.51
1.09 1.61 -0.47
0.41 -1.36 0.53
-0.56 -0.14 -0.18
0.88 0.12 0.46
0.73 -0.43 1.79
-0.24 -0.53 0.28
0.90 0.06 -1.16
0.54 -0.44 -1.16
-0.09 -1.22 -0.50

---

5.
A cluster of 2 separate species, C4H11S in total, computed with ωB97M-V/def2-TZVPD.

The LUMO energy is 0.15274 hartree. The charge is -1. The frontier orbital gap is 6.82 eV. Its calculated total energy is -15162.7161 eV.

Last column: Mulliken charge in e.
CARTESIAN COORDINATES (ANGSTROEM)
H: 0.9670 0.7048 -1.0977  0.2207
H: -0.5193 1.5109 -1.6687  0.3640
H: 3.7218 0.7301 1.2992  -0.0599
S: 2.4058 0.6372 1.5623  -0.8217
H: -0.2130 -2.2114 -0.8411  0.3549
H: -1.3885 1.6644 0.5545  0.3509
C: -0.0577 0.5461 -1.4538  -1.2624
H: -0.0098 -0.0669 -2.3552  0.3625
H: 0.1040 0.9843 1.2985  -0.0315
H: -1.4796 0.2436 1.6733  0.3418
H: -0.6924 -2.0043 0.8664  0.3268
C: -0.1693 -1.5311 0.0230  -1.2197
H: 0.8717 -1.3453 0.2886  0.2100
C: -0.8015 -0.1868 -0.3410  0.7209
C: -0.9120 0.7432 0.8865  -1.0002
H: -1.8272 -0.4189 -0.6948  0.1429

Cartesian forces, eV/Å:
-0.06 0.18 -0.11
-0.01 -0.02 -0.10
-0.02 0.01 0.05
0.43 -0.01 0.00
0.05 0.05 0.18
-0.18 0.16 0.30
0.42 -0.51 0.38
-0.06 0.07 -0.18
-0.96 -0.15 -0.50
-0.20 0.20 0.06
0.15 0.13 -0.16
0.07 0.21 -0.34
0.08 -0.20 0.18
-0.74 0.06 0.29
0.87 -0.42 -0.16
0.17 0.25 0.10

---

6.
A cluster of 2 separate species, C4H11S in total, computed with ωB97M-V/def2-TZVPD.

The LUMO energy is 0.12247 hartree. The charge is -1. The frontier orbital gap is 5.28 eV. Its calculated total energy is -15161.5592 eV.

Last column: Mulliken charge in e.
CARTESIAN COORDINATES (ANGSTROEM)
C: -1.6779 -0.3168 -1.3012  -1.2112
C: -2.0273 0.7002 -0.2408  -0.0860
H: 0.1465 0.7256 0.0660  0.1087
S: 4.4359 -0.9294 -0.2622  -0.7792
H: -2.4309 -0.4089 -2.0990  0.3217
H: -2.3877 1.6197 -0.6958  0.2562
C: -0.7634 1.0806 0.5610  -0.8722
H: 2.0631 -0.8950 0.3510  -0.0769
H: -2.7881 0.3547 0.4719  0.2094
H: -0.7306 -0.1496 -1.8107  0.3724
H: -0.6063 1.0646 1.6483  0.3453
H: -0.5802 2.1606 0.4095  0.2495
H: 2.9775 -0.4416 1.7619  0.1923
H: 2.9697 -2.1429 1.1804  0.1917
C: 3.0110 -1.0864 0.8728  -0.5223
H: -1.6113 -1.3356 -0.9130  0.3006

Cartesian forces, eV/Å:
-0.66 -1.10 -0.77
0.62 0.11 1.17
-0.15 -0.62 0.39
0.03 0.34 0.13
-0.01 0.29 0.21
-0.26 -0.05 -0.11
1.42 2.08 -0.60
0.07 0.00 -0.04
-0.08 -0.12 -0.47
0.09 0.38 0.16
-0.77 -1.02 -0.23
-0.31 -0.03 -0.06
0.40 -0.07 -0.07
-0.15 0.32 0.29
-0.37 -0.58 -0.32
0.14 0.08 0.32